Formula: C12H14IrN7O4Se
Source: the OMol25 dataset
Level of theory: ωB97M-V with the def2-TZVPD basis set

Properties
Kohn-Sham gap (alpha / beta)   6.62 / 7.14 eV
Spin multiplicity   2
Net charge   +1
Max |F|   1.82 eV/Å

Cartesian coordinates (Å):
1 H 2.059 -2.473 1.215
2 H -1.279 -1.559 -2.908
3 C -3.053 1.662 0.184
4 Se 2.238 0.255 0.062
5 C 2.433 0.082 1.936
6 N -0.938 0.348 -2.075
7 N -1.244 2.362 1.572
8 H 3.766 -2.570 1.672
9 H -2.710 -0.526 -2.903
10 H -2.175 -2.660 1.259
11 C 2.759 -2.387 2.040
12 N 2.663 -1.047 2.615
13 N -4.064 2.536 3.452
14 C 2.203 2.500 2.479
15 H -0.388 -2.740 1.250
16 H 2.304 3.084 3.388
17 O -3.266 -1.988 -0.827
18 C -1.056 -1.086 2.284
19 C -3.361 2.388 2.558
20 O -0.476 2.121 0.483
21 H 2.993 -1.498 4.693
22 C -2.235 -1.428 -1.036
23 H 2.706 1.226 4.938
24 O -1.586 -1.171 3.353
25 C 2.807 -0.746 3.947
26 N -3.378 1.234 -0.830
27 H 1.198 2.615 2.078
28 H 2.514 -3.113 2.810
29 C -2.498 2.162 1.429
30 H -0.236 0.444 -2.802
31 C -1.260 -2.088 1.149
32 H -1.494 1.202 -2.078
33 O -0.151 -0.172 1.918
34 N -1.176 -1.336 -0.088
35 C -1.823 -0.803 -2.340
36 H 2.930 2.835 1.744
37 C 2.667 0.595 4.068
38 Ir -0.170 0.235 -0.063
39 N 2.442 1.092 2.809



Formula: C12H14KN5O8
Source: the OMol25 dataset
Level of theory: ωB97M-V with the def2-TZVPD basis set

Properties
Kohn-Sham gap   7.79 eV
Max |F|   2.13 eV/Å

Cartesian coordinates (Å):
1 N -2.700 5.560 1.412
2 O 2.374 3.305 0.104
3 H 2.801 -1.897 2.448
4 H 0.178 -3.155 2.751
5 O -2.214 5.917 2.472
6 C 0.049 3.421 0.202
7 K 1.847 0.713 -0.949
8 H 1.391 -4.290 2.172
9 N -2.209 2.923 -2.711
10 N 1.257 -2.467 1.123
11 O 0.308 2.114 -1.749
12 H 1.253 -1.059 2.672
13 C 1.940 -1.465 1.930
14 C -0.405 -4.241 0.984
15 C -0.384 2.919 -1.063
16 C 1.409 -2.464 -0.237
17 O 1.990 -1.524 -0.809
18 C -0.672 4.250 1.012
19 H -1.219 -3.541 0.783
20 O -2.755 1.837 -2.705
21 C -1.671 3.408 -1.424
22 C 0.238 -4.648 -0.322
23 H 2.287 -0.656 1.301
24 C -2.419 4.252 -0.659
25 H -0.820 -5.112 1.492
26 N 0.879 -3.499 -0.946
27 H 0.968 -5.449 -0.156
28 H 1.543 -2.661 -2.737
29 H -0.508 -5.031 -1.017
30 H 0.222 -3.829 -2.900
31 H -3.396 4.594 -0.978
32 C -1.911 4.670 0.566
33 C 1.148 -3.600 -2.372
34 O 1.342 1.766 1.201
35 C 0.634 -3.567 1.851
36 H -0.303 4.582 1.974
37 N 1.358 2.830 0.574
38 H 1.872 -4.392 -2.579
39 O -3.782 5.932 0.995
40 O -1.922 3.554 -3.707



Formula: C12H14MnN6O9S
Source: the OMol25 dataset
Level of theory: ωB97M-V with the def2-TZVPD basis set

Properties
Kohn-Sham gap (alpha / beta)   7.47 / 7.87 eV
Spin multiplicity   5
Net charge   +1
Max |F|   0.36 eV/Å

Cartesian coordinates (Å):
1 Mn 0.416 0.012 -0.149
2 O -5.165 -0.432 -5.068
3 N -0.535 -0.251 1.871
4 C -0.157 0.964 2.631
5 H 5.266 1.730 -1.165
6 C 6.145 -0.836 -0.502
7 H 6.341 -0.691 -1.566
8 O -1.185 0.959 -0.499
9 S 2.231 -1.405 0.232
10 O -4.424 2.857 0.198
11 H 3.073 1.278 0.355
12 C -2.043 -0.111 -2.462
13 C -4.476 1.101 -1.950
14 O 0.089 -0.909 -1.875
15 H 0.356 0.691 3.552
16 C 5.175 1.412 -0.124
17 H -0.308 -1.086 2.399
18 N -0.817 -0.785 -2.765
19 H 7.262 0.919 0.025
20 N -3.720 1.880 0.227
21 O -3.275 1.359 1.233
22 N -5.376 0.238 -4.084
23 C -2.160 0.668 -1.285
24 C -3.451 1.206 -1.052
25 H -5.435 1.559 -1.749
26 H -2.956 -0.829 -4.285
27 C 0.786 1.896 1.881
28 H 5.171 2.302 0.501
29 H -1.036 1.541 2.910
30 N 3.887 0.738 0.066
31 C -3.082 -0.247 -3.383
32 H 6.831 -1.594 -0.131
33 H 4.599 -2.325 -0.436
34 O -0.633 -1.248 -3.847
35 N 4.779 -1.339 -0.325
36 C 3.742 -0.565 -0.033
37 H -1.539 -0.239 1.714
38 C 6.300 0.468 0.259
39 H 6.271 0.278 1.333
40 O -6.420 0.772 -3.791
41 C -4.270 0.372 -3.119
42 O 1.203 1.459 0.684
43 O 1.165 2.925 2.357



Formula: C12H14N2
Source: the OMol25 dataset
Level of theory: ωB97M-V with the def2-TZVPD basis set

Properties
Kohn-Sham gap   8.50 eV
SMILES   Cn1c2c(c3ccccc31)CCNC2
Max |F|   5.48 eV/Å

Cartesian coordinates (Å):
1 H -1.553 -1.208 2.373
2 C 1.731 2.141 -0.286
3 H 0.148 -1.932 2.388
4 C -0.535 -0.529 -0.421
5 H -1.137 -2.016 -1.879
6 C 0.088 1.178 -2.333
7 C 1.052 2.155 -2.505
8 C 1.835 2.695 -1.497
9 C -1.596 -1.404 -1.026
10 H -0.466 -3.219 0.554
11 N 0.756 0.372 1.001
12 C -0.733 -1.615 1.790
13 C 0.089 0.554 -1.076
14 C -2.221 -2.318 0.062
15 H 1.248 2.590 -3.463
16 H -2.337 -0.685 -1.469
17 C 0.941 1.065 -0.110
18 H 2.359 0.290 2.259
19 H -3.048 -1.684 0.487
20 C 1.321 0.765 2.309
21 H 2.307 3.656 -1.634
22 H 0.652 0.391 3.322
23 C -0.200 -0.553 0.830
24 H -0.455 0.804 -3.168
25 H -2.619 -3.140 -0.615
26 H 2.254 2.523 0.639
27 N -1.325 -2.777 1.082
28 H 1.444 1.901 2.387



Formula: C12H14N2
Source: the OMol25 dataset
Level of theory: ωB97M-V with the def2-TZVPD basis set

Properties
Kohn-Sham gap   8.33 eV
SMILES   Cn1c2c(c3ccccc31)CCNC2
Max |F|   1.85 eV/Å

Cartesian coordinates (Å):
1 C -3.321 -1.477 -0.069
2 H 3.675 -1.970 0.230
3 C -0.219 2.759 -0.038
4 H 0.813 3.188 -0.122
5 H 3.068 -0.292 -1.265
6 C -2.666 0.914 0.137
7 C -0.950 -0.857 -0.011
8 H 2.354 1.694 -0.841
9 H 1.712 -2.262 -1.039
10 H -4.678 0.254 0.090
11 C 1.520 -1.906 -0.040
12 C 2.216 0.992 -0.018
13 C 2.849 -1.315 0.445
14 C 0.499 -0.848 -0.007
15 C -3.657 -0.102 0.087
16 N -0.222 1.305 0.025
17 C -1.963 -1.864 -0.101
18 H -4.025 -2.334 -0.144
19 H 2.785 -0.991 1.493
20 H 2.417 1.576 0.908
21 H 1.225 -2.777 0.607
22 H -0.876 3.124 -0.894
23 C 0.852 0.471 0.023
24 H -2.949 1.970 0.129
25 C -1.334 0.530 0.101
26 N 3.179 -0.064 -0.260
27 H -0.584 3.211 0.915
28 H -1.718 -2.930 -0.341



Formula: C12H14N2O2
Source: the OMol25 dataset
Level of theory: ωB97M-V with the def2-TZVPD basis set

Properties
Kohn-Sham gap   9.55 eV
SMILES   CC1=NN(C)C(=O)O[C@@]1(C)c1ccccc1
Max |F|   6.57 eV/Å

Cartesian coordinates (Å):
1 C 1.188 1.565 0.865
2 N 2.412 1.635 1.380
3 C -0.619 0.022 0.126
4 C -2.873 -0.327 -0.616
5 H -2.727 -0.796 2.802
6 H -0.326 2.079 2.336
7 H 2.255 1.198 -1.589
8 N 3.296 0.624 1.124
9 H -0.667 2.675 0.765
10 C 1.151 0.986 -1.448
11 H 4.922 0.205 2.620
12 H -4.464 -0.834 0.790
13 C 2.895 -0.596 0.636
14 C 4.631 0.785 1.667
15 H 0.511 1.879 -1.902
16 C -1.508 -0.032 -0.952
17 C 0.143 2.539 1.393
18 H -0.350 -0.405 2.158
19 H -3.553 -0.452 -1.429
20 C 0.826 0.454 -0.015
21 H 4.788 1.777 2.061
22 H -1.453 0.321 -2.027
23 C -2.465 -0.548 1.763
24 C -1.129 -0.319 1.412
25 O 3.731 -1.607 0.708
26 O 1.539 -0.768 0.184
27 H 1.148 0.089 -2.113
28 C -3.427 -0.511 0.688
29 H 0.561 3.579 1.620
30 H 5.439 0.659 0.867



Formula: C12H14N2O2S
Source: the OMol25 dataset
Level of theory: ωB97M-V with the def2-TZVPD basis set

Properties
Kohn-Sham gap   8.64 eV
SMILES   COc1ccc(CNc2nccs2)cc1OC
Max |F|   0.98 eV/Å

Cartesian coordinates (Å):
1 C -0.953 -1.921 0.019
2 N 2.164 -0.272 -0.539
3 H -6.013 -0.465 -0.307
4 C 5.488 0.714 -0.857
5 C -2.784 -0.355 0.011
6 O -2.406 1.945 0.286
7 H -4.901 -1.520 -1.213
8 C 1.427 -1.161 0.331
9 H -2.189 3.916 0.516
10 C -1.545 3.038 0.489
11 H 6.189 1.216 -1.499
12 N 4.207 0.570 -1.284
13 H -5.067 -1.701 0.557
14 C -0.515 0.414 0.313
15 S 4.357 -0.527 1.052
16 H -0.610 -2.942 -0.057
17 C -1.863 0.701 0.210
18 H 0.205 1.201 0.467
19 H -2.995 -2.472 -0.231
20 O -4.090 0.017 -0.078
21 C -2.313 -1.652 -0.079
22 H 1.787 -0.120 -1.463
23 H 6.697 0.192 0.898
24 H 1.640 -2.214 0.099
25 H -1.005 2.956 1.438
26 C 3.485 -0.046 -0.411
27 H -0.826 3.143 -0.330
28 C 5.772 0.198 0.360
29 C -0.050 -0.897 0.218
30 C -5.057 -0.984 -0.270
31 H 1.764 -0.970 1.357



The evaluated energy relative to the best compared isomer or geometry (same formula, charge and spin) for the records listed, in turn: 25.08; 23.64; 3.53; 57.43; 23.14; 83.27; 53.50 kcal/mol.